(1)
Molecular formula: C6H14NS
Method: DFT, ωB97M-V/def2-TZVPD

The geometry in XYZ format:
```
22
Properties=species:S:1:pos:R:3:forces:R:3:mulliken_charge:R:1
C -1.2486 1.4858 -0.8250 -0.2 -0.6 -0.2 -0.60
C -1.9642 0.7350 -1.9578 -0.7 1.7 -0.8 -0.53
S -0.9727 -0.6232 -2.5275 0.0 -0.8 -0.6 -0.63
N 0.1266 1.8647 -1.1879 -0.1 0.4 0.1 -0.57
H -1.2093 0.7142 -0.0380 0.2 0.5 0.2 0.13
H -1.8689 2.3198 -0.4584 0.4 0.1 -0.1 0.42
H -2.1590 1.4447 -2.8207 0.2 -0.4 0.7 0.19
H -2.9715 0.4742 -1.6028 0.1 -0.3 0.0 0.29
H 0.1509 2.7316 -1.7469 -0.2 -0.7 0.3 0.25
H 0.4284 1.0751 -1.7912 -0.1 0.5 0.1 0.18
C 1.3644 0.3627 2.6031 -0.6 0.3 0.0 -1.13
C 1.0023 -0.3355 1.3081 -0.2 -1.6 -0.4 0.12
C 0.6886 -1.6629 1.2087 0.8 1.4 -0.6 -0.26
C 0.6910 -2.4299 -0.1023 0.0 0.4 0.2 -0.60
H 1.5403 -0.3893 3.3987 -0.2 0.6 -0.2 0.31
H 2.2523 0.9985 2.4983 0.2 -0.5 -0.2 0.28
H 0.6145 1.1328 2.8890 0.0 -0.7 0.1 0.24
H 1.0233 0.2542 0.3683 0.3 -0.4 0.7 0.27
H 0.4185 -2.2757 2.0582 0.4 0.2 0.6 0.28
H 0.3683 -1.7302 -0.9012 0.0 -0.7 0.1 -0.13
H 1.6926 -2.8412 -0.3548 -0.3 0.4 0.3 0.22
H 0.0321 -3.3054 -0.0179 -0.1 0.3 -0.3 0.29
```
Positions in Å, forces in eV/Å.

Results
Largest force on an atom   1.97 eV/A
Electronic energy   -689.94136 a.u.
ΔE to the lowest compared entry with this formula, charge and spin   89.2 kJ/mol
Total charge   -1

(2)
Molecular formula: C54H39O12PS
Method: DFT, ωB97M-V/def2-TZVPD

The geometry in XYZ format:
```
107
Properties=species:S:1:pos:R:3:forces:R:3:mulliken_charge:R:1
C -1.9221 0.4912 -4.9866 0.2 -0.8 0.2 -1.04
C -0.6113 -0.2656 -4.6779 -0.5 0.5 -0.3 -0.49
S -1.0186 -1.7000 -3.6301 0.4 -0.3 0.1 -0.03
C -0.1502 -1.5268 -2.0477 -0.2 0.3 0.5 -1.21
C -1.0172 -0.9075 -0.8965 1.7 -0.2 -1.1 2.05
C -0.4263 0.4790 -0.6265 -0.9 -0.7 0.6 -0.93
C 0.1935 0.7398 0.5722 0.0 -0.6 0.8 -0.30
C 0.7580 1.9657 0.7997 0.6 0.3 0.8 -1.24
C 0.7284 2.9453 -0.1547 0.5 1.0 0.4 -0.43
C 0.0922 2.7063 -1.3445 0.2 0.6 -0.4 -1.28
C -0.4644 1.4776 -1.5615 -0.8 -0.2 -1.4 0.48
O -0.8189 -1.7145 0.2762 -0.6 0.0 0.5 -0.49
C -1.8909 -1.5030 1.1136 0.0 0.1 -0.7 0.38
O -1.9443 -1.8720 2.2381 0.0 0.3 -0.7 -0.48
O -2.8618 -0.8102 0.3779 0.9 -0.9 1.0 -0.27
C -2.5212 -1.0142 -1.0034 -0.9 0.5 0.4 0.01
P -3.2739 -2.6694 -1.3950 -1.1 -1.3 0.3 0.87
O -4.0353 -3.2131 -0.2774 0.3 0.3 0.8 -0.80
O -4.2921 -2.4541 -2.6375 1.4 0.1 -0.2 -0.51
O -2.1461 -3.7669 -1.8015 -0.7 0.9 -0.8 -0.34
H -1.8133 1.1750 -5.8295 0.0 0.1 0.2 0.35
H -2.6572 -0.2748 -5.2537 -0.1 0.3 -0.1 0.34
H -2.3090 0.9790 -4.0900 0.0 0.2 -0.2 0.27
H 0.1382 0.3961 -4.2414 0.0 -0.3 0.2 0.38
H -0.2115 -0.6523 -5.6169 0.1 -0.1 0.2 0.41
H 0.2144 -2.4853 -1.6734 -0.3 -0.1 -0.4 0.27
H 0.7308 -0.9005 -2.1806 -0.1 0.0 -0.1 0.71
H 0.2611 0.0007 1.3596 -0.1 -0.1 -0.1 0.57
H 1.2644 2.1645 1.7375 -0.1 0.0 0.0 0.53
H 1.2161 3.8872 0.0716 -0.1 0.0 -0.2 0.53
H 0.0563 3.4626 -2.1189 -0.1 0.0 0.0 0.42
H -0.9519 1.3128 -2.5179 0.0 -0.1 0.1 0.30
H -3.0890 -0.2434 -1.5280 0.5 0.0 -0.3 0.45
H -4.3383 -3.2750 -3.1458 -0.4 0.1 -0.1 0.34
H -2.1902 -3.8986 -2.7613 0.6 -0.2 0.0 0.24
C 6.8024 2.4820 2.2336 0.0 0.0 0.0 -0.58
C 7.9588 3.0988 2.7006 -0.1 0.0 0.0 -0.45
C 7.9364 4.4356 3.0614 0.1 -0.1 0.0 -0.62
C 6.7602 5.1656 2.9464 -0.1 0.0 -0.1 0.38
C 5.6054 4.5523 2.4560 0.1 0.1 0.0 0.14
C 5.6289 3.2065 2.1108 0.0 -0.2 0.0 -0.52
C 4.3480 5.3286 2.2805 -0.3 -0.1 -0.1 0.48
O 3.3427 4.7938 1.8578 0.0 0.0 0.0 -0.65
C 4.3528 6.7758 2.6263 0.1 0.0 0.0 0.20
C 3.2051 7.5306 2.4173 -0.1 0.1 0.0 -0.55
C 3.1919 8.8754 2.7470 0.1 0.0 0.0 -0.52
C 4.3233 9.4710 3.2956 0.0 -0.1 0.0 -0.48
C 5.4715 8.7247 3.5013 0.0 0.2 0.0 -0.60
C 5.4941 7.3785 3.1597 -0.1 -0.1 0.0 0.27
C 6.7466 6.5974 3.3549 0.3 0.1 0.1 0.53
O 7.7348 7.1164 3.8308 0.0 0.0 0.0 -0.67
H 6.8201 1.4348 1.9605 0.0 0.0 0.0 0.41
H 8.8780 2.5336 2.7845 0.0 0.0 0.0 0.39
H 8.8338 4.9144 3.4294 -0.1 0.1 0.0 0.47
H 4.7309 2.7286 1.7428 0.0 0.1 0.0 0.58
H 2.3242 7.0671 1.9941 0.1 -0.1 0.0 0.50
H 2.2984 9.4627 2.5789 0.0 0.0 0.0 0.41
H 4.3087 10.5207 3.5591 0.0 0.0 0.0 0.39
H 6.3528 9.1882 3.9236 0.1 -0.1 0.0 0.47
C -0.8538 -6.9834 -1.6271 0.0 0.0 0.0 -0.50
C 0.5222 -7.1651 -1.5272 0.0 0.0 -0.1 -0.60
C 1.2264 -7.7336 -2.5756 0.0 0.1 0.2 -0.58
C 0.5569 -8.1334 -3.7257 -0.1 0.0 0.0 0.25
C -0.8274 -7.9715 -3.8170 0.1 0.0 0.0 0.34
C -1.5267 -7.3862 -2.7684 0.0 0.1 0.1 -0.77
C -1.5705 -8.4352 -5.0207 -0.3 0.0 0.0 0.56
O -2.7731 -8.2893 -5.1030 0.0 0.0 0.0 -0.67
C -0.8055 -9.0885 -6.1181 0.1 0.0 0.0 0.20
C -1.4866 -9.5790 -7.2254 -0.1 -0.1 -0.2 -0.54
C -0.7863 -10.1772 -8.2593 0.1 0.0 0.0 -0.46
C 0.5998 -10.2806 -8.1960 -0.1 0.0 0.0 -0.47
C 1.2832 -9.7982 -7.0925 0.0 -0.1 -0.2 -0.55
C 0.5838 -9.2093 -6.0465 -0.1 0.0 0.0 0.17
C 1.3294 -8.7261 -4.8514 0.3 0.0 0.0 0.60
O 2.5384 -8.8180 -4.7948 0.0 0.0 0.0 -0.66
H -1.4014 -6.5303 -0.8108 0.0 0.0 0.0 0.47
H 1.0444 -6.8599 -0.6297 0.0 0.0 0.0 0.44
H 2.2967 -7.8706 -2.5005 0.0 0.0 -0.1 0.48
H -2.5974 -7.2499 -2.8439 0.0 -0.1 -0.1 0.55
H -2.5639 -9.4958 -7.2761 0.0 0.1 0.1 0.47
H -1.3192 -10.5632 -9.1187 0.0 0.0 0.0 0.40
H 1.1460 -10.7424 -9.0083 0.0 0.0 0.0 0.40
H 2.3603 -9.8822 -7.0405 0.0 0.0 0.1 0.47
C -3.4912 6.8173 5.0822 0.0 0.0 0.0 -0.48
C -3.4167 6.3869 6.4033 0.0 0.0 -0.1 -0.47
C -3.4343 5.0334 6.6948 0.0 0.2 0.1 -0.55
C -3.5378 4.1033 5.6679 0.0 0.0 -0.1 0.18
C -3.6357 4.5358 4.3445 0.0 -0.1 0.1 0.19
C -3.6010 5.8945 4.0556 0.0 0.2 0.0 -0.58
C -3.7952 3.5560 3.2331 0.0 0.0 -0.3 0.52
O -3.8758 3.9350 2.0817 0.0 0.0 0.0 -0.69
C -3.8612 2.1092 3.5693 0.0 0.0 0.1 0.16
C -4.0660 1.1819 2.5538 0.0 -0.2 -0.1 -0.53
C -4.1159 -0.1703 2.8439 -0.3 0.2 0.4 -0.63
C -3.9525 -0.6024 4.1578 -0.1 0.1 0.0 -0.56
C -3.7559 0.3144 5.1757 0.0 -0.2 0.0 -0.75
C -3.7175 1.6743 4.8885 0.0 0.1 -0.1 0.28
C -3.5376 2.6495 5.9957 0.0 -0.2 0.3 0.61
O -3.3984 2.2754 7.1428 0.0 0.0 0.0 -0.67
H -3.4687 7.8756 4.8555 0.0 0.0 0.0 0.41
H -3.3431 7.1101 7.2054 0.0 0.0 0.0 0.40
H -3.3712 4.6974 7.7211 0.0 -0.1 -0.1 0.47
H -3.6643 6.2281 3.0286 0.0 -0.1 0.0 0.48
H -4.1898 1.5202 1.5337 0.0 0.1 0.0 0.49
H -4.2787 -0.8909 2.0616 -0.1 0.0 0.0 0.79
H -3.9817 -1.6600 4.3838 0.0 0.0 0.0 0.45
H -3.6337 -0.0242 6.1958 0.0 0.1 0.0 0.47
```
Positions in Å, forces in eV/Å.

Results
Largest force on an atom   2.01 eV/A
Structure (SMILES)   CCSC[C@]1(c2ccccc2)OC(=O)O[C@@H]1P(=O)(O)O.O=C1c2ccccc2C(=O)c2ccccc21.O=C1c2ccccc2C(=O)c2ccccc21.O=C1c2ccccc2C(=O)c2ccccc21
Electronic energy   -3723.76128 a.u.

(3)
Molecular formula: C17H18Cl6N4O2STc
Method: DFT, ωB97M-V/def2-TZVPD

The geometry in XYZ format:
```
49
Properties=species:S:1:pos:R:3:forces:R:3:mulliken_charge:R:1
Tc -0.0881 -0.8632 0.1328 0.0 0.3 0.2 -0.11
C -4.0742 -3.7237 -0.0371 0.1 0.0 0.1 -0.65
O -2.7582 -4.0996 0.4844 0.1 0.0 -0.1 -0.41
C -1.7944 -3.2457 0.3757 -0.1 0.0 0.0 0.88
O -1.8914 -2.0968 -0.0801 -0.2 0.0 -0.1 -0.74
N -0.5953 -3.7234 0.7967 0.0 0.0 0.1 -0.27
N 0.4609 -2.7956 0.9008 -0.1 -0.1 0.0 -0.50
H -4.5988 -4.6654 -0.1470 0.0 0.0 0.0 0.26
H -3.9531 -3.2197 -0.9906 0.0 0.0 0.0 0.31
H -4.5569 -3.0842 0.6968 0.0 0.0 -0.1 0.31
H -0.5341 -4.5904 1.3126 0.0 0.0 0.0 0.31
H 1.2765 -3.1608 0.4090 0.0 0.0 0.0 0.44
H 0.6893 -2.6403 1.8881 0.0 -0.1 0.0 0.29
Cl -0.3516 -1.7694 3.8610 0.0 0.0 0.0 -0.20
C -1.1220 -0.3654 3.1849 0.1 0.0 0.1 0.85
C -0.9767 -0.0852 1.8380 0.0 -0.1 -0.1 -1.07
C -1.5978 1.0479 1.3761 -0.1 0.2 -0.2 1.78
Cl -1.3024 1.3012 -0.3716 -0.1 0.1 0.3 -0.20
C -2.3278 1.9472 2.1294 0.1 -0.1 0.0 -0.39
Cl -2.9993 3.3430 1.4197 0.0 0.0 0.0 -0.14
C -2.4535 1.6416 3.4913 0.0 0.0 -0.1 0.62
Cl -3.3365 2.6916 4.4990 0.0 0.0 0.0 -0.12
C -1.8531 0.4839 4.0191 0.0 0.0 0.0 0.08
Cl -2.0129 0.1313 5.6800 0.0 0.0 0.0 -0.13
Cl 1.7295 5.4468 -0.3187 0.0 -0.1 0.0 -0.17
C 1.7879 3.7713 0.0625 0.0 0.1 0.0 0.33
C 2.2121 2.8646 -0.9032 0.0 0.0 0.1 -0.96
C 2.2404 1.5176 -0.5958 -0.1 0.1 0.0 -0.21
C 1.8403 1.0596 0.6652 -0.1 -0.2 0.1 0.37
C 1.7744 -0.3844 0.9519 0.3 -0.1 0.0 -1.53
C 1.4690 1.9999 1.6391 0.0 0.1 -0.1 -0.22
C 1.4397 3.3467 1.3442 0.0 -0.1 -0.1 -0.88
H 2.5329 3.2286 -1.8687 0.0 0.0 0.0 0.48
H 2.5948 0.8092 -1.3291 0.0 -0.1 -0.1 0.74
H 1.8028 -0.6212 2.0148 0.0 0.0 0.0 0.64
H 2.5049 -0.9803 0.4008 0.1 0.1 0.0 0.70
H 1.2115 1.6719 2.6371 0.0 -0.1 0.1 0.50
H 1.1634 4.0751 2.0929 0.0 0.0 0.0 0.50
C 2.5871 0.8170 -4.7692 0.0 0.0 0.0 -1.06
N 2.1642 -0.1544 -3.7642 -0.2 0.0 0.0 -0.13
C 0.9545 -0.2163 -3.2444 -0.1 -0.2 0.0 0.65
N 0.0234 0.6668 -3.5792 0.0 0.1 0.0 -0.27
S 0.5532 -1.5343 -2.1777 0.1 -0.1 -0.1 -0.47
H 3.6691 0.7771 -4.8489 0.0 0.0 0.0 0.35
H 2.3110 1.8230 -4.4534 0.0 0.0 0.0 0.33
H 2.1474 0.5894 -5.7407 0.0 0.0 0.0 0.39
H 2.7833 -0.9140 -3.5266 0.1 0.0 0.0 0.28
H 0.1757 1.3636 -4.2931 0.0 0.0 0.0 0.20
H -0.9207 0.5178 -3.2645 0.0 0.0 0.0 0.22
```
Positions in Å, forces in eV/Å.

Results
Largest force on an atom   0.41 eV/A
Electronic energy   -4267.71076 a.u.
<S²>   3.78
ΔE to the lowest compared entry with this formula, charge and spin   0.0 kJ/mol
Multiplicity   4
Total charge   +2

(4)
Molecular formula: C6H7N3O2
Method: DFT, ωB97M-V/def2-TZVPD

The geometry in XYZ format:
```
18
Properties=species:S:1:pos:R:3:forces:R:3:mulliken_charge:R:1
O -1.2055 -0.6268 3.6526 1.6 0.8 -1.9 -0.51
O 0.4775 0.6564 3.1897 0.6 0.5 -0.2 -0.56
N -0.7448 -1.7971 1.2586 0.4 0.2 0.2 -0.55
C -0.4449 -0.5473 1.5019 -0.3 -1.5 -2.1 0.07
C 0.3327 2.2817 -0.8229 0.0 -2.3 1.5 -0.89
C -0.4740 -1.9863 -0.0637 -0.4 0.3 0.3 -0.68
C 0.3564 1.4612 0.3043 -0.2 3.6 -2.6 0.27
C -0.0803 -0.8393 -0.6695 0.1 0.2 -0.2 1.03
N -0.0639 0.1359 0.3369 0.4 -1.0 0.9 0.12
N -0.3759 -0.1289 2.8540 -2.2 -0.4 2.7 0.93
C 0.3019 -0.7405 -2.1225 0.3 0.6 0.2 -1.45
H 0.6351 3.3210 -0.8142 0.1 -0.2 0.5 0.27
H 0.0518 1.9316 -1.8265 0.0 -0.1 0.7 0.22
H -0.5659 -2.9223 -0.5697 -0.2 -0.4 0.1 0.42
H 0.6082 1.9351 1.2596 -0.1 -0.7 -0.3 0.30
H -0.4560 -0.1862 -2.6946 0.2 -0.1 0.1 0.30
H 1.2641 -0.1838 -2.2136 -0.6 -0.5 -0.1 0.37
H 0.3835 -1.7644 -2.5605 0.0 0.9 0.5 0.33
```
Positions in Å, forces in eV/Å.

Results
Largest force on an atom   4.47 eV/A
Structure (SMILES)   C=Cn1c(C)cnc1[N+](=O)[O-]
Electronic energy   -547.43933 a.u.
ΔE to the lowest compared entry with this formula, charge and spin   381.0 kJ/mol

(5)
Molecular formula: C4H8N2O
Method: DFT, ωB97M-V/def2-TZVPD

The geometry in XYZ format:
```
15
Properties=species:S:1:pos:R:3:forces:R:3:mulliken_charge:R:1
C -1.7544 -0.3429 -0.1556 -0.8 0.8 -2.5 -0.41
C -0.9243 0.7249 0.6095 0.0 -0.2 0.0 -0.38
C 0.0992 1.4043 -0.3861 2.7 -0.4 1.3 -0.06
C 2.4798 -0.8642 0.2492 -1.9 -1.7 -1.5 -0.39
H -0.2009 -1.4953 -0.5818 2.5 0.9 -0.3 0.48
H -2.7484 -0.6664 0.2345 0.9 0.7 0.4 0.34
H -2.0959 0.3170 -1.1644 0.9 -2.0 2.0 0.17
H -1.6860 1.5056 0.9497 1.2 -0.8 -0.4 0.28
H -0.3866 0.2959 1.5235 -0.7 0.6 -1.3 0.28
H -0.1951 2.4449 -0.6273 0.7 -0.7 -0.4 0.37
H 3.3722 -0.2192 0.4856 -0.8 -1.0 -0.2 0.31
H 2.4159 -2.0951 0.2080 0.7 3.4 0.9 0.23
N 1.3588 0.9631 -0.6556 -5.1 0.7 1.3 -0.59
N 1.3741 -0.3902 -0.2509 2.9 -0.6 0.4 -0.07
O -1.1084 -1.5824 -0.4382 -3.3 0.3 0.4 -0.55
```
Positions in Å, forces in eV/Å.

Results
Largest force on an atom   5.33 eV/A
Structure (SMILES)   C=N/N=C\CCO
Electronic energy   -341.83179 a.u.
ΔE to the lowest compared entry with this formula, charge and spin   451.2 kJ/mol

Question: Among the records above, which one has the highest largest force on an atom?
Answer: C4H8N2O

Question: Look up the electronic energy of the third one.
Answer: -4267.71076 a.u.

Question: The lowest electronic energy belongs to which entry?
Answer: C17H18Cl6N4O2STc

Question: Which formula does entry 1 have?
Answer: C6H14NS